C17H21Cl3IrO4 as an isolated structure at a distorted geometry. Source: the Open Molecules 2025 dataset; level of theory: the ωB97M-V functional and the def2-TZVPD basis.

Calculated values
E_LUMO (spin up / spin down) (eV): 4.1 / 3.6
Net charge: -2
Highest occupied orbital energy (spin up / spin down) (Ha): 0.0670 / -0.0277
HOMO-LUMO gap (spin up / spin down) (eV): 2.32 / 4.33
Spin multiplicity: 6

```
46
C17H21Cl3IrO4, DFT the ωB97M-V functional and the def2-TZVPD basis
C 0.715 2.790 0.428
C -0.650 3.160 0.378
C -1.192 2.769 -0.854
C -1.449 3.755 1.484
C -0.170 2.085 -1.627
C 1.048 2.045 -0.783
C 2.431 1.993 -1.324
C 1.668 3.050 1.520
C -2.530 3.101 -1.365
C -0.174 2.017 -3.103
Ir -0.052 0.219 -0.565
Cl -2.001 -0.363 -1.199
Cl -0.588 0.304 1.693
O 0.816 -0.554 -2.134
H -0.793 4.091 2.293
H -2.156 3.027 1.919
H -2.038 4.608 1.122
H -3.322 2.716 -0.713
H -2.698 2.688 -2.362
H -2.652 4.191 -1.418
H -1.178 1.730 -3.421
H 0.531 1.257 -3.448
H 0.075 2.983 -3.563
H 2.468 1.358 -2.208
H 3.127 1.606 -0.571
H 2.767 2.997 -1.610
H 1.153 3.132 2.490
H 2.235 3.980 1.348
H 2.389 2.224 1.566
H 0.812 -1.526 -2.016
O 4.307 -0.342 1.837
H 3.492 -0.915 1.762
Cl -2.119 -7.920 1.111
C -1.344 -6.388 1.111
C -0.165 -6.197 1.850
C 0.486 -4.959 1.812
C -0.010 -3.908 1.030
C -1.209 -4.102 0.322
C -1.867 -5.337 0.344
C 0.731 -2.569 0.903
O 1.672 -2.325 1.661
O 0.205 -1.860 -0.057
H 0.233 -7.015 2.443
H 1.392 -4.810 2.397
H -1.622 -3.280 -0.256
H -2.775 -5.507 -0.226
```


H16NeO8Xe as an isolated structure at a distorted geometry. Source: the Open Molecules 2025 dataset; level of theory: the ωB97M-V functional and the def2-TZVPD basis.

Calculated values
E_LUMO (eV): 0.0
Highest occupied orbital energy (Ha): -0.3880
HOMO-LUMO gap (eV): 10.52
Spin multiplicity: 1

```
26
H16NeO8Xe, DFT the ωB97M-V functional and the def2-TZVPD basis
Ne -2.929 3.627 -1.236
Xe -0.224 1.868 0.073
O 3.822 0.641 -0.802
H 3.235 0.287 -1.469
H 3.518 1.539 -0.668
O 1.949 -0.097 -2.659
H 1.475 0.646 -3.031
H 2.745 -0.163 -3.187
O 1.455 0.779 2.899
H 1.390 1.729 2.802
H 2.075 0.654 3.618
O 2.536 -1.161 0.995
H 3.126 -0.537 0.572
H 1.841 -0.619 1.368
O -0.184 -1.896 -0.697
H 0.273 -1.213 -1.187
H 0.502 -2.521 -0.461
O -3.208 0.363 -1.734
H -2.974 -0.163 -0.970
H -3.947 -0.100 -2.127
O -2.512 -1.284 0.430
H -2.647 -2.180 0.738
H -1.746 -1.339 -0.141
O -3.139 0.361 2.678
H -3.039 -0.343 2.038
H -3.393 1.124 2.159
```


One molecule with the formula C3H5FS at a distorted geometry. Source: the Open Molecules 2025 dataset; level of theory: the ωB97M-V functional and the def2-TZVPD basis.

Calculated values
E_LUMO (eV): 0.8
Highest occupied orbital energy (Ha): -0.3295
HOMO-LUMO gap (eV): 9.78
Spin multiplicity: 1

```
10
C3H5FS, DFT the ωB97M-V functional and the def2-TZVPD basis
F 1.929 -1.024 -0.209
C 0.813 -0.517 0.410
C 0.492 0.900 -0.184
C -0.387 -0.360 -0.504
S -2.030 -0.596 -0.135
H 0.724 -0.626 1.481
H 1.205 1.338 -0.864
H -0.077 1.597 0.452
H -0.225 -0.731 -1.517
H -2.443 0.019 1.071
```


For each record above, in turn, the calculated energy relative to the best compared isomer or geometry (same formula, charge and spin) values are 2.5416, 0.4998, 1.2592 eV.
For each record above, in turn, the calculated E values are -2446.1367, -1069.8129, -615.2907 a.u..